w | Density functional theory data (ωB97M-V/def2-TZVPD) for C61H49P3PtSi as an isolated structure.

## Properties
Total charge: 0
Kohn-Sham gap in Ha: 0.244
2S+1: 1

Positions of all 115 atoms, in Å:
Pt 0.50574 -0.48788 -0.40308
C -1.43333 -5.10189 2.57259
C -2.33532 -5.09319 1.51767
C -2.36307 -4.02174 0.63787
C -1.49826 -2.94139 0.81259
C -0.59553 -2.95806 1.87358
C -0.56287 -4.03609 2.74679
P -1.54657 -1.48480 -0.29238
C -2.29833 -2.20253 -1.79436
C -3.62603 -2.04006 -2.17620
C -4.11492 -2.68716 -3.30491
C -3.28163 -3.49335 -4.06362
C -1.94813 -3.64084 -3.70338
C -1.46180 -2.99617 -2.57934
C -2.80160 -0.39008 0.43803
C -4.06501 -0.82304 0.83572
C -4.96294 0.08065 1.37985
C -4.59579 1.41304 1.53002
C -3.32282 1.83059 1.17408
C -2.39972 0.93302 0.63521
Si -0.59308 1.35200 0.23755
C -0.65988 2.38351 -1.35880
C -1.33852 3.60949 -1.31212
C -1.51820 4.39340 -2.43693
C -1.02014 3.95851 -3.65924
C -0.35369 2.75038 -3.73107
C -0.15768 1.95602 -2.59464
P 0.70666 0.33443 -2.82818
C -0.22768 -0.21162 -4.32026
C -1.61946 -0.09811 -4.28460
C -2.39400 -0.50722 -5.35588
C -1.79525 -1.05937 -6.48101
C -0.41688 -1.19059 -6.52181
C 0.36258 -0.76820 -5.45083
C 2.32557 0.81974 -3.52834
C 2.74589 2.13496 -3.71044
C 3.97982 2.40754 -4.28673
C 4.80780 1.37319 -4.69117
C 4.41793 0.05921 -4.47367
C 3.19833 -0.21270 -3.87662
C 0.12680 2.46109 1.59243
C 0.75322 3.65627 1.21931
C 1.33949 4.49452 2.15432
C 1.30444 4.15885 3.49990
C 0.70793 2.97107 3.88927
C 0.13601 2.11200 2.95143
P -0.54655 0.47725 3.45869
C -1.40754 0.91245 5.02435
C -0.79368 1.00819 6.27224
C -1.52867 1.35666 7.39625
C -2.88825 1.61627 7.28968
C -3.51221 1.51602 6.05443
C -2.77690 1.15862 4.93363
C 0.94647 -0.37350 4.09836
C 2.24818 0.04561 3.83951
C 3.33518 -0.71135 4.26293
C 3.13576 -1.89094 4.96109
C 1.83972 -2.31759 5.22900
C 0.75810 -1.57354 4.78910
H -1.40347 -5.94329 3.25331
H -3.01179 -5.92582 1.37269
H -3.05460 -4.03368 -0.19627
H 0.08000 -2.12195 2.01197
H 0.14931 -4.03802 3.56144
H -4.28610 -1.40450 -1.60180
H -5.15071 -2.55364 -3.59114
H -3.66308 -3.99291 -4.94497
H -1.28492 -4.24841 -4.30542
H -0.41604 -3.10111 -2.30845
H -4.34086 -1.86702 0.73836
H -5.94407 -0.25194 1.69400
H -5.29896 2.12110 1.95176
H -3.03625 2.86124 1.35393
H -1.73425 3.96203 -0.36522
H -2.04912 5.33450 -2.36501
H -1.15695 4.55473 -4.55248
H 0.01678 2.40720 -4.69001
H -2.10392 0.33689 -3.41740
H -3.46986 -0.39737 -5.30944
H -2.39980 -1.37911 -7.32026
H 0.06402 -1.61008 -7.39673
H 1.43766 -0.85367 -5.52132
H 2.11599 2.95739 -3.40380
H 4.28932 3.43657 -4.42139
H 5.76522 1.58800 -5.14869
H 5.07569 -0.75666 -4.74385
H 2.92576 -1.24078 -3.66587
H 0.78525 3.94079 0.17502
H 1.81513 5.41240 1.83135
H 1.74801 4.81161 4.24116
H 0.69721 2.70127 4.93847
H 0.26496 0.79796 6.37122
H -1.03736 1.42466 8.35875
H -3.46033 1.88683 8.16790
H -4.57446 1.70550 5.96458
H -3.26894 1.06008 3.97136
H 2.42420 0.96554 3.29705
H 4.33875 -0.37242 4.03926
H 3.98160 -2.47854 5.29395
H 1.67320 -3.23729 5.77673
H -0.24969 -1.92331 4.98911
C 2.35329 0.06552 0.42197
C 3.58102 -0.17823 -0.36934
C 4.41961 0.86333 -0.77462
C 5.61063 0.60844 -1.43404
C 5.99506 -0.69667 -1.71666
C 5.16280 -1.74235 -1.34612
C 3.97184 -1.48358 -0.68282
H 2.40152 0.99673 0.98542
H 2.22553 -0.73941 1.16563
H 4.13384 1.88521 -0.54921
H 6.24593 1.43450 -1.73007
H 6.93149 -0.89341 -2.22347
H 5.44911 -2.76566 -1.55841
H 3.34613 -2.31062 -0.35998

Atom charges from the Mulliken analysis, given in e for atoms 1 to 99:
1. Pt 0.971
2. C -0.735
3. C -0.792
4. C -0.601
5. C 0.629
6. C 0.206
7. C -0.846
8. P 0.636
9. C 0.397
10. C -0.032
11. C -0.911
12. C -0.603
13. C -0.694
14. C -0.383
15. C -0.156
16. C -0.328
17. C -0.908
18. C -1.003
19. C -0.352
20. C 0.394
21. Si 1.576
22. C -0.182
23. C 0.056
24. C -0.911
25. C -1.020
26. C 0.091
27. C -0.677
28. P 1.845
29. C 0.339
30. C -0.276
31. C -0.637
32. C -0.791
33. C -0.575
34. C -0.786
35. C 0.923
36. C -0.796
37. C -0.771
38. C -0.835
39. C -0.906
40. C -0.490
41. C 0.365
42. C -0.458
43. C -1.007
44. C -0.884
45. C -0.043
46. C -0.176
47. P 1.293
48. C 0.295
49. C -0.455
50. C -0.809
51. C -0.523
52. C -0.578
53. C -0.370
54. C 0.554
55. C -0.580
56. C -0.556
57. C -0.711
58. C -0.725
59. C -0.799
60. H 0.395
61. H 0.430
62. H 0.445
63. H -0.180
64. H 0.523
65. H 0.378
66. H 0.429
67. H 0.391
68. H 0.455
69. H 0.329
70. H 0.570
71. H 0.429
72. H 0.424
73. H 0.347
74. H 0.287
75. H 0.437
76. H 0.414
77. H 0.551
78. H 0.206
79. H 0.450
80. H 0.412
81. H 0.428
82. H 0.409
83. H 0.331
84. H 0.404
85. H 0.371
86. H 0.462
87. H 0.469
88. H 0.483
89. H 0.426
90. H 0.416
91. H 0.410
92. H 0.425
93. H 0.416
94. H 0.378
95. H 0.440
96. H 0.218
97. H 0.120
98. H 0.454
99. H 0.384

=====

x | Density functional theory data (ωB97M-V/def2-TZVPD) for C61H49P3PtSi as an isolated structure.

## Properties
Total charge: 0
Kohn-Sham gap (spin up / spin down) in Ha: 0.184 / 0.184
2S+1: 1

Positions of all 115 atoms, in Å:
Pt 0.46937 -0.28808 -0.22766
C 5.77828 0.67072 -4.27306
C 6.09187 0.13159 -3.03382
C 5.09194 -0.34897 -2.20157
C 3.76257 -0.30022 -2.61428
C 3.45583 0.24075 -3.86221
C 4.45673 0.72406 -4.69000
P 2.37581 -0.95738 -1.62464
C 3.23180 -0.97713 -0.00202
C 3.48282 0.28594 0.54481
C 4.26566 0.40498 1.68081
C 4.79867 -0.72819 2.28099
C 4.52732 -1.98226 1.75360
C 3.75074 -2.11020 0.61066
C 2.26594 -2.71363 -2.05596
C 3.27277 -3.41783 -2.70937
C 3.13494 -4.78151 -2.90974
C 1.99618 -5.43594 -2.45461
C 0.98293 -4.72062 -1.83408
C 1.08785 -3.33959 -1.64989
Si -0.32075 -2.24550 -1.02995
C -1.20093 -3.19155 0.32202
C -1.93277 -4.37009 0.13114
C -2.43396 -5.07031 1.21267
C -2.22715 -4.59847 2.50765
C -1.54557 -3.41422 2.70992
C -1.02753 -2.71838 1.61720
P -0.33264 -1.03570 1.75885
C -1.80645 -0.28889 2.56434
C -3.04501 -0.48503 1.95080
C -4.19401 0.05927 2.50125
C -4.12757 0.79370 3.67697
C -2.90692 0.97223 4.30559
C -1.75250 0.43411 3.75308
C 0.92439 -1.05549 3.06831
C 1.43398 0.15466 3.54190
C 2.33597 0.17162 4.59238
C 2.76317 -1.01948 5.16123
C 2.30480 -2.22703 4.65990
C 1.39399 -2.24763 3.61267
C -1.27562 -1.75208 -2.57819
C -1.19671 -2.58532 -3.69905
C -1.69523 -2.19219 -4.93227
C -2.24755 -0.92969 -5.07355
C -2.32659 -0.08313 -3.97887
C -1.85932 -0.47625 -2.72791
P -2.05723 0.60894 -1.24881
C -0.65185 1.75706 -1.31607
C -0.71492 2.96120 -0.36656
C 0.42553 3.91670 -0.61285
C 1.41783 3.69574 -1.48824
C 1.44805 2.55801 -2.36710
C 0.41312 1.66861 -2.26691
C -3.48747 1.64407 -1.78563
C -3.32721 2.87507 -2.41705
C -4.43264 3.63926 -2.76728
C -5.71198 3.17717 -2.49364
C -5.88400 1.94965 -1.86668
C -4.77701 1.19676 -1.50691
H 6.56453 1.05336 -4.91070
H 7.12251 0.08867 -2.70625
H 5.35677 -0.75749 -1.23591
H 2.42311 0.29060 -4.18810
H 4.20250 1.14894 -5.65199
H 3.10051 1.17730 0.04982
H 4.46287 1.38625 2.09395
H 5.41932 -0.63438 3.16226
H 4.93208 -2.86789 2.22714
H 3.55761 -3.09111 0.19334
H 4.16703 -2.90720 -3.04496
H 3.91917 -5.33560 -3.40901
H 1.89172 -6.50406 -2.59704
H 0.09584 -5.24987 -1.50773
H -2.13033 -4.73392 -0.87088
H -2.99697 -5.98110 1.05290
H -2.62695 -5.14292 3.35309
H -1.44421 -3.01318 3.71169
H -3.11423 -1.06534 1.04202
H -5.14460 -0.09308 2.00616
H -5.02512 1.22605 4.09977
H -2.84212 1.54265 5.22295
H -0.81746 0.58432 4.27072
H 1.11293 1.08989 3.10104
H 2.70810 1.11811 4.96320
H 3.46670 -1.00610 5.98395
H 2.65231 -3.16031 5.08368
H 1.03871 -3.19646 3.23297
H -0.73080 -3.56036 -3.61789
H -1.63480 -2.86274 -5.78004
H -2.61264 -0.60002 -6.03826
H -2.76370 0.89992 -4.09789
H -1.66429 3.50238 -0.52254
H 0.41599 4.83280 -0.03053
H 2.20143 4.44304 -1.57324
H 2.22723 2.44222 -3.10305
H 0.34625 0.87062 -3.00289
H -2.32591 3.22492 -2.64515
H -4.29293 4.59542 -3.25586
H -6.57404 3.77319 -2.76506
H -6.88110 1.58526 -1.65294
H -4.91199 0.24336 -1.00561
C -0.78185 2.56213 1.11986
C -1.41938 3.58759 2.01170
C -2.78930 3.82954 1.91581
C -3.40574 4.75783 2.73677
C -2.66280 5.46278 3.67658
C -1.29917 5.23598 3.77738
C -0.68475 4.30785 2.94596
H -1.36880 1.64869 1.17822
H 0.23632 2.34209 1.45931
H -3.37610 3.26822 1.19561
H -4.47132 4.93028 2.64817
H -3.14403 6.18559 4.32257
H -0.70991 5.78376 4.50224
H 0.38404 4.13766 3.02037

Atom charges from the Mulliken analysis, given in e for atoms 1 to 99:
1. Pt 1.961
2. C -0.649
3. C -0.718
4. C -0.275
5. C 0.344
6. C -0.697
7. C -0.631
8. P 0.933
9. C 0.189
10. C 0.135
11. C -0.837
12. C -0.692
13. C -1.029
14. C -0.404
15. C -0.182
16. C -0.679
17. C -0.872
18. C -0.873
19. C -0.451
20. C 0.258
21. Si 1.430
22. C 0.745
23. C -0.596
24. C -0.972
25. C -0.919
26. C -0.075
27. C -0.574
28. P 1.568
29. C 0.307
30. C -0.127
31. C -0.743
32. C -0.840
33. C -0.658
34. C -0.350
35. C 0.425
36. C 0.245
37. C -0.747
38. C -0.810
39. C -0.807
40. C -1.198
41. C 0.571
42. C -0.742
43. C -0.934
44. C -0.980
45. C -0.617
46. C -0.362
47. P 0.796
48. C -0.876
49. C 1.556
50. C -1.365
51. C -0.998
52. C -0.821
53. C 0.193
54. C 0.554
55. C 0.263
56. C -0.885
57. C -0.570
58. C -0.744
59. C -0.621
60. H 0.385
61. H 0.442
62. H 0.453
63. H 0.400
64. H 0.423
65. H 0.374
66. H 0.457
67. H 0.395
68. H 0.382
69. H 0.359
70. H 0.505
71. H 0.405
72. H 0.432
73. H 0.410
74. H 0.536
75. H 0.428
76. H 0.417
77. H 0.590
78. H 0.413
79. H 0.424
80. H 0.384
81. H 0.483
82. H 0.357
83. H 0.031
84. H 0.468
85. H 0.414
86. H 0.436
87. H 0.494
88. H 0.443
89. H 0.428
90. H 0.424
91. H 0.468
92. H 0.480
93. H 0.446
94. H 0.368
95. H 0.453
96. H 0.553
97. H 0.376
98. H 0.433
99. H 0.382

=====

If we sort the structures by their calculated energies, the order from most to least stable is w, x.

=====

w | Density functional theory data (ωB97M-V/def2-TZVPD) for C3H9N2S as an isolated structure.

## Properties
Total charge: +1
Kohn-Sham gap in Ha: 0.401
2S+1: 1

Positions of all 15 atoms, in Å:
C 0.50103 0.46002 0.98579
C -1.77952 0.07627 0.02165
C 0.83983 0.66486 -0.53979
N 1.19003 -0.74988 -1.02709
N -0.56783 -0.50204 0.77841
S -0.81569 1.15216 -1.23988
H 1.22046 0.01875 1.62603
H 0.31096 1.44818 1.39688
H -2.40874 -0.58875 -0.47180
H -2.37755 0.54562 0.80146
H 1.68520 1.26399 -0.84172
H 0.89149 -0.79011 -1.99749
H 2.11983 -1.14996 -0.97233
H 0.18706 -1.08946 -0.17253
H -0.99654 -0.75965 1.65241

Taken from the Mulliken analysis, the atomic charges in e are:
1. C -0.647
2. C -0.534
3. C -0.202
4. N -0.502
5. N -0.382
6. S -0.051
7. H 0.377
8. H 0.301
9. H 0.415
10. H 0.367
11. H 0.468
12. H 0.278
13. H 0.252
14. H 0.548
15. H 0.312

=====

x | Density functional theory data (ωB97M-V/def2-TZVPD) for an isolated ion of composition C3H9N2S and charge +1.

## Properties
Total charge: +1
Kohn-Sham gap in Ha: 0.374
2S+1: 1
SMILES: C[C@H](S)C(N)=[NH2+]

Positions of all 15 atoms, in Å:
C 0.82162 -0.65136 -1.35118
C 0.86458 0.26126 -0.04478
S 1.88319 -0.44035 1.23697
C -0.70477 0.34939 0.51617
N -1.39475 1.43609 0.18186
N -1.30705 -0.56930 1.18511
H 1.79980 -0.60046 -1.71445
H 0.36089 -1.57021 -1.28062
H 0.38777 0.04844 -2.16121
H 1.09999 1.36539 -0.21910
H 2.67407 -1.37240 0.50974
H -0.90082 2.30953 -0.09324
H -2.40511 1.47667 0.48051
H -0.83538 -1.53709 1.26242
H -2.34402 -0.50560 1.49178

Taken from the Mulliken analysis, the atomic charges in e are:
1. C -1.250
2. C -0.094
3. S -0.188
4. C 0.612
5. N -0.410
6. N -0.399
7. H 0.482
8. H 0.365
9. H 0.327
10. H 0.297
11. H 0.205
12. H 0.268
13. H 0.220
14. H 0.294
15. H 0.269

=====

If we sort the structures by their calculated energies, the order from most to least stable is x, w.